The following is a quantum chemistry calculation of a cluster of 10 separate species, C32H88O34P8 in total in a non-equilibrium geometry, from the Open Molecules 2025 dataset.

* energy relative to the best compared isomer or geometry (same formula, charge and spin): 0.000 eV
* ⟨S²⟩: 0.75
* Kohn-Sham gap (alpha / beta): 0.05392 / 0.35056 hartree

```
! wB97M-V def2-TZVPD RIJCOSX def2/J DEFGRID3
* xyz -1 2
C -20.21890 -23.17481 9.72449
O -19.12437 -23.98487 9.25886
P -17.99759 -23.22374 8.29362
O -16.95565 -24.12160 7.67305
O -18.88297 -22.44746 7.20196
C -18.38252 -21.91456 5.97764
O -17.40813 -21.98331 9.24803
C -16.34062 -21.15296 8.94972
H -21.11188 -23.76855 9.52918
H -20.36873 -22.17906 9.30722
H -20.10848 -22.90964 10.77597
H -18.99130 -22.29661 5.15816
H -17.37444 -22.32733 5.93898
H -18.36685 -20.82766 5.89712
H -16.12524 -20.75141 9.93991
H -16.49642 -20.43920 8.14078
H -15.45380 -21.72943 8.68646
C -15.19401 -22.22337 12.63871
O -14.59458 -23.45841 12.93336
P -13.61954 -24.26600 11.96961
O -12.47733 -24.89614 12.65012
O -13.33911 -23.31784 10.73169
C -12.47608 -23.74932 9.70576
O -14.60535 -25.35873 11.25959
C -15.63270 -24.97240 10.35069
H -16.26988 -22.39589 12.60962
H -14.85448 -21.65878 11.77035
H -14.88797 -21.65542 13.51728
H -11.52622 -23.26914 9.94090
H -12.84341 -23.44492 8.72571
H -12.43313 -24.83838 9.71969
H -15.26783 -24.43944 9.47268
H -16.59128 -24.62641 10.73737
H -15.90342 -25.93966 9.92735
C -9.68560 -21.81575 16.76320
O -9.37791 -20.75409 17.68749
P -9.00776 -19.21522 17.20393
O -8.59566 -18.37322 18.31201
O -10.23147 -18.78603 16.31060
C -11.43074 -18.35403 16.89534
O -7.86188 -19.32993 15.99560
C -7.40734 -18.17644 15.31678
H -10.72290 -22.13689 16.66835
H -9.07326 -22.68085 17.01764
H -9.30987 -21.67438 15.74982
H -12.15978 -19.16285 16.94444
H -11.96989 -17.55483 16.38671
H -11.26321 -17.84471 17.84435
H -6.36252 -18.01979 15.58497
H -7.94587 -17.29169 15.65634
H -7.45997 -18.28521 14.23350
C -12.50777 -15.29358 11.05490
O -12.98507 -16.08419 12.09863
P -12.21207 -17.51364 12.39755
O -12.74291 -18.19206 13.59894
O -12.51425 -18.42941 11.05506
C -13.82969 -18.86020 10.72731
O -10.66872 -16.98043 12.20408
C -10.11091 -16.06556 13.19596
H -12.30933 -15.93781 10.19836
H -11.59149 -14.76426 11.31634
H -13.37093 -14.62796 11.05872
H -13.80553 -19.94733 10.65193
H -14.25362 -18.45158 9.81003
H -14.45120 -18.56156 11.57148
H -10.41879 -16.41347 14.18200
H -10.36271 -15.00730 13.12664
H -9.02860 -16.14673 13.09535
C -9.16157 -14.55889 8.61527
O -8.51438 -13.35871 9.06474
P -9.31255 -12.19240 9.83087
O -10.27567 -12.62408 10.91226
O -8.16934 -11.22506 10.37101
C -6.99022 -11.01071 9.56358
O -9.94099 -11.27771 8.60360
C -11.15017 -11.53371 7.89830
H -9.07657 -14.61207 7.52989
H -10.21379 -14.55289 8.89971
H -8.67395 -15.46150 8.98355
H -7.05907 -11.30741 8.51700
H -6.26662 -11.72205 9.96170
H -6.40823 -10.09082 9.62004
H -11.78445 -10.64927 7.83889
H -11.81231 -12.26203 8.36653
H -10.99770 -11.83413 6.86167
C -16.40907 -15.59091 12.76411
O -16.64373 -15.24433 11.35978
P -17.36781 -16.28580 10.29106
O -17.05852 -17.73587 10.56086
O -18.93372 -15.94844 10.32890
C -19.41401 -14.65996 10.45958
O -16.89417 -15.74664 8.78757
C -17.34120 -16.32973 7.56938
H -16.66460 -16.60535 13.07023
H -17.09209 -14.96177 13.33488
H -15.42405 -15.34468 13.16060
H -20.40118 -14.59231 10.00239
H -18.73153 -13.95622 9.98305
H -19.47510 -14.38101 11.51151
H -17.47670 -15.40845 7.00283
H -18.29232 -16.80899 7.80126
H -16.66245 -17.11970 7.24794
C -9.30084 -15.01569 18.64562
O -9.39182 -14.30234 17.45169
P -9.91861 -12.76452 17.42825
O -11.17737 -12.43032 18.17664
O -8.53400 -12.03433 17.97710
C -8.50135 -11.24715 19.20601
O -9.96850 -12.42258 15.85215
C -8.83761 -12.72729 15.06657
H -9.91358 -15.90707 18.51113
H -9.61051 -14.39642 19.48746
H -8.23730 -15.18904 18.80974
H -7.96855 -10.33370 18.94176
H -7.92951 -11.81085 19.94313
H -9.50685 -11.02634 19.56423
H -8.68936 -13.77244 15.33819
H -7.91703 -12.15973 15.20261
H -9.10776 -12.65814 14.01284
C -13.45398 -12.84713 3.93898
O -13.20212 -13.19840 5.31590
P -12.45751 -14.66124 5.56056
O -13.03425 -15.72343 4.64751
O -10.85183 -14.44398 5.55210
C -10.22983 -13.91974 4.45046
O -12.74269 -14.88813 7.11032
C -14.11452 -14.88282 7.59337
H -13.33771 -13.66728 3.23049
H -12.89509 -11.97573 3.59778
H -14.45075 -12.43402 3.78445
H -10.67372 -14.19147 3.49274
H -9.14996 -14.05770 4.50463
H -10.29799 -12.83200 4.43364
H -14.14002 -14.54216 8.62845
H -14.45455 -15.90858 7.45087
H -14.78913 -14.35568 6.91875
C -6.47680 -17.34722 10.03282
C -7.26780 -18.50323 10.49618
C -6.53737 -19.05246 11.73545
O -5.76200 -17.97201 12.22632
C -6.01007 -16.88265 11.39610
H -6.99363 -16.51002 9.56368
H -5.66646 -17.69024 9.38956
H -7.56903 -19.22569 9.73761
H -8.24645 -18.15995 10.83159
H -5.74492 -19.75134 11.46771
H -7.29095 -19.51753 12.37099
H -5.17263 -16.24793 11.10644
H -6.85222 -16.34175 11.82774
C -14.23385 -14.57158 15.56480
C -13.19668 -13.78849 16.38953
C -13.60830 -14.14693 17.91162
O -14.19933 -15.40212 17.76038
C -14.60653 -15.72885 16.44699
H -13.79354 -14.89536 14.62172
H -15.06134 -13.90515 15.32147
H -13.14300 -12.70878 16.25007
H -12.29402 -14.29970 16.05492
H -14.43207 -13.48975 18.19021
H -12.87439 -14.10785 18.71658
H -15.67955 -15.79843 16.26847
H -14.08501 -16.55513 15.96388
*
```


The following is a quantum chemistry calculation of a cluster of 9 separate species, C32H90N8O9 in total in a non-equilibrium geometry, from the Open Molecules 2025 dataset.

* energy relative to the best compared isomer or geometry (same formula, charge and spin): 6.082 eV
* Kohn-Sham gap: 0.32721 hartree
* SMILES string: COC[C@H](C)N.COC[C@H](C)N.COC[C@H](C)N.COC[C@H](C)N.COC[C@H](C)N.COC[C@H](C)N.COC[C@H](C)N.COC[C@H](C)N.O

```
! wB97M-V def2-TZVPD RIJCOSX def2/J DEFGRID3
* xyz 0 1
C 3.23987 -7.10517 5.50866
O 2.15956 -6.82825 4.54850
C 0.85710 -6.92390 5.22338
C -0.30804 -6.51785 4.23089
C -0.12631 -5.10556 3.71795
N -1.60517 -6.64457 4.73289
H 4.15226 -6.68782 5.08265
H 3.40257 -8.16122 5.72404
H 3.20787 -6.70813 6.52326
H 0.70154 -7.83599 5.79957
H 0.92439 -6.17509 6.01260
H -0.31550 -7.23822 3.41290
H -0.61318 -4.77121 2.80184
H 0.92051 -4.91647 3.48022
H -0.21436 -4.31711 4.46541
H -1.68143 -5.96386 5.47512
H -1.61691 -7.46167 5.32644
C -10.96438 -3.28614 1.26512
O -12.00193 -3.95000 0.51752
C -13.14767 -4.21223 1.33486
C -14.40676 -4.63919 0.48971
C -14.47728 -6.10149 0.30216
N -14.35269 -4.00118 -0.80829
H -10.19871 -3.02230 0.53557
H -10.40515 -3.67055 2.11812
H -11.29375 -2.26249 1.44336
H -12.89784 -4.93327 2.11317
H -13.34505 -3.24852 1.80435
H -15.38280 -4.31696 0.85250
H -13.50018 -6.35388 -0.10978
H -15.38125 -6.39687 -0.23046
H -14.64301 -6.62656 1.24286
H -13.54505 -4.45307 -1.21280
H -15.22384 -4.10401 -1.30892
C 0.45781 1.38576 1.28965
O -0.36640 0.69736 0.27922
C -1.76557 0.87694 0.30860
C -2.31393 0.63583 -1.14604
C -3.81439 0.89943 -1.30320
N -2.05323 -0.78108 -1.39792
H 1.50867 1.29506 1.01477
H 0.40463 0.64462 2.08714
H 0.09463 2.35186 1.64016
H -2.17645 0.27827 1.12153
H -2.00216 1.92372 0.49934
H -1.71221 1.17011 -1.88128
H -4.21619 0.59483 -2.26957
H -4.03006 1.94043 -1.06257
H -4.39486 0.29891 -0.60282
H -1.04701 -0.83070 -1.32609
H -2.17990 -0.78220 -2.39995
C -6.81476 6.93511 -5.05608
O -7.43793 6.76729 -3.82097
C -7.73046 8.01843 -3.13217
C -7.29853 7.86508 -1.58254
C -5.85244 7.38245 -1.55144
N -8.06111 6.86589 -0.99847
H -5.81848 7.37013 -5.13537
H -7.39981 7.51840 -5.76713
H -6.71581 5.90496 -5.39829
H -7.32770 8.94077 -3.55070
H -8.79256 8.25722 -3.18730
H -7.29849 8.81141 -1.04166
H -5.54299 7.14092 -0.53458
H -5.27898 8.26815 -1.82486
H -5.59222 6.51754 -2.16162
H -7.85993 6.89171 -0.00905
H -7.89149 5.97446 -1.44196
C 4.14265 -2.23462 9.17117
O 3.72602 -1.21336 8.26674
C 3.36774 -1.61806 6.95832
C 4.58447 -2.02205 6.05559
C 5.58363 -0.94608 5.59716
N 4.16715 -2.59518 4.79383
H 3.36952 -2.99201 9.30055
H 4.38713 -1.75788 10.12040
H 4.97507 -2.85055 8.83088
H 2.58424 -2.37338 7.01923
H 2.98905 -0.70023 6.50857
H 5.20329 -2.81426 6.47699
H 6.46151 -1.24091 5.02227
H 6.01357 -0.55766 6.52040
H 5.16461 -0.07736 5.08936
H 3.78359 -3.50964 4.98557
H 4.96868 -2.79573 4.21296
C 8.08854 3.94886 1.42302
O 8.71655 3.34772 0.32116
C 9.01639 1.96425 0.51784
C 9.94009 1.40711 -0.59561
C 9.40014 1.28848 -2.00895
N 10.52404 0.13496 -0.23495
H 7.14671 3.51844 1.76332
H 8.06557 5.00857 1.16888
H 8.73818 3.91196 2.29749
H 9.48706 1.78282 1.48410
H 8.02866 1.50881 0.44674
H 10.72964 2.15389 -0.67942
H 10.17171 0.93928 -2.69513
H 9.17331 2.32237 -2.26918
H 8.59505 0.58377 -2.21707
H 9.63985 -0.29577 -0.00521
H 11.00711 0.27147 0.64147
C 4.31940 -3.07592 -1.46863
O 5.19439 -4.08896 -1.99799
C 5.93452 -4.87763 -1.06932
C 7.29937 -5.31765 -1.66881
C 7.06036 -6.22831 -2.88288
N 7.96970 -6.21033 -0.67613
H 3.55730 -3.66897 -0.96307
H 3.84518 -2.52370 -2.27996
H 4.72472 -2.25208 -0.88116
H 6.05782 -4.40051 -0.09708
H 5.24655 -5.68969 -0.83404
H 7.94912 -4.45434 -1.81244
H 6.41996 -5.71568 -3.60064
H 6.59856 -7.20508 -2.73881
H 7.89555 -6.47549 -3.53821
H 8.89926 -6.38371 -1.03104
H 7.51191 -7.07636 -0.43013
C 1.01429 5.95435 -4.65013
O 1.69013 7.13223 -5.16516
C 1.40757 7.43669 -6.54570
C 2.13065 8.73114 -6.98832
C 1.83983 9.89181 -6.04512
N 1.79348 9.08412 -8.37305
H 1.29429 5.02371 -5.14369
H -0.07163 6.02336 -4.71431
H 1.16801 5.67457 -3.60793
H 1.82855 6.65937 -7.18338
H 0.31902 7.40810 -6.59396
H 3.20701 8.69803 -6.81966
H 2.26759 10.87482 -6.24213
H 2.32688 9.61632 -5.10972
H 0.79434 10.05105 -5.78110
H 2.37988 8.49940 -8.95127
H 2.22254 9.99595 -8.30537
O -2.07716 -1.77876 -6.74310
H -2.41439 -2.24569 -7.50761
H -1.14244 -1.67247 -6.91985
*
```


The following is a quantum chemistry calculation of a cluster of 11 separate species, C32H91N5O11 in total in a non-equilibrium geometry, from the Open Molecules 2025 dataset.

* energy relative to the best compared isomer or geometry (same formula, charge and spin): 2.631 eV
* ⟨S²⟩: 0.75
* Kohn-Sham gap (alpha / beta): 0.04867 / 0.32922 hartree

```
! wB97M-V def2-TZVPD RIJCOSX def2/J DEFGRID3
* xyz -1 2
C 2.86343 1.01495 -3.71476
C 2.81895 2.04792 -2.59352
O 2.95815 1.49208 -1.34893
H 3.75722 0.39890 -3.81335
H 2.80294 1.50329 -4.68737
H 1.94730 0.42555 -3.67725
H 1.91097 2.64503 -2.67787
H 3.54053 2.86249 -2.65598
H 2.48454 0.66700 -1.22033
C 3.71313 1.49753 3.13046
C 3.99628 1.80887 1.60594
O 4.50078 0.68364 0.96500
H 4.65333 1.26979 3.63273
H 2.93343 0.73609 3.11153
H 3.31743 2.37585 3.64043
H 4.71481 2.61274 1.44589
H 3.15427 2.16205 1.01063
H 3.95403 0.57009 0.18411
C -1.61731 -3.84691 -3.83112
C -1.22984 -2.61728 -2.95014
O -0.86150 -1.49677 -3.72118
H -2.46672 -3.51341 -4.42726
H -1.78486 -4.73438 -3.22087
H -0.86028 -4.05902 -4.58612
H -0.43548 -2.86051 -2.24448
H -2.15214 -2.33684 -2.44139
H -1.63814 -1.08264 -4.10450
C 2.70987 -5.87579 2.50295
C 1.55042 -6.60726 3.10089
O 2.05006 -7.89966 3.43932
H 2.53425 -4.86409 2.13728
H 3.19662 -6.34122 1.64589
H 3.53367 -5.96551 3.21105
H 0.64040 -6.62825 2.50129
H 1.36672 -6.08290 4.03866
H 1.48710 -8.27215 4.12191
C -0.54828 5.01417 -3.63448
C -0.86013 4.17289 -2.36173
O -1.47057 3.00991 -2.86019
H -1.42074 5.56331 -3.98856
H -0.08566 4.45430 -4.44726
H 0.12733 5.81982 -3.34714
H -1.47153 4.66476 -1.60519
H -0.00362 3.87579 -1.75657
H -2.23944 2.82019 -2.31755
C 4.69229 -4.58940 -1.27790
C 4.12052 -3.19914 -1.39660
O 2.71872 -3.34228 -1.67608
H 4.54333 -5.17866 -2.18271
H 4.10134 -4.91227 -0.42079
H 5.74449 -4.51531 -1.00317
H 4.60858 -2.65261 -2.20357
H 4.39028 -2.70002 -0.46589
H 2.51831 -3.17225 -2.59940
C 1.00724 -1.29265 1.36133
C 0.46818 -0.64540 0.02852
C -0.01610 0.90522 0.02646
O -1.24351 0.93651 0.70661
C -1.10564 1.80336 1.80596
N 1.35985 -0.87152 -1.07508
H 1.76106 -0.59968 1.73500
H 1.30740 -2.33798 1.28860
H 0.25147 -1.13715 2.13123
H -0.33487 -1.34980 -0.18837
H 0.04444 1.27373 -0.99757
H 0.89235 1.34316 0.44002
H -0.52220 2.71373 1.66839
H -0.55799 1.28339 2.59197
H -2.04999 2.02974 2.30098
H 1.89141 -1.73030 -1.08225
H 0.94798 -0.96130 -1.99290
C 1.95870 -4.73894 -5.37212
C 2.14679 -3.29185 -5.62475
C 1.01885 -2.67467 -6.64677
O 1.21986 -1.28221 -7.11292
C 2.22892 -1.12359 -8.10826
N 2.16981 -2.53500 -4.38190
H 2.74083 -5.06275 -4.68544
H 1.85863 -5.27135 -6.31798
H 1.11579 -5.08065 -4.77143
H 3.08327 -3.07602 -6.13905
H 0.04666 -2.66092 -6.15408
H 0.75998 -3.39049 -7.42695
H 2.13065 -0.05352 -8.29100
H 2.15390 -1.61147 -9.08009
H 3.22357 -1.23470 -7.67648
H 1.27357 -2.77875 -3.98511
H 2.13983 -1.56827 -4.67286
C -3.99976 0.32730 -2.00159
C -4.31860 1.71181 -1.42457
C -5.38755 1.56082 -0.29950
O -6.59622 1.00344 -0.89908
C -7.43558 1.86873 -1.71982
N -3.13017 2.32834 -0.92586
H -4.85342 -0.10681 -2.52207
H -3.64945 -0.44650 -1.31849
H -3.26144 0.35078 -2.80309
H -4.74763 2.42659 -2.12680
H -5.59818 2.59273 -0.01861
H -4.97766 0.95477 0.50845
H -8.34528 1.28529 -1.86171
H -7.02370 2.14517 -2.69041
H -7.77197 2.75769 -1.18625
H -2.40794 1.66623 -0.68068
H -3.35233 2.83864 -0.08305
C 0.25415 -2.71033 4.83128
C 1.14664 -1.77749 5.68078
C 0.43540 -1.22116 7.00513
O 1.30921 -0.37755 7.80888
C 0.75988 -0.23350 9.10805
N 2.32631 -2.64223 5.94309
H -0.65097 -2.19514 4.50966
H -0.20230 -3.56924 5.32323
H 0.85923 -3.15151 4.03924
H 1.40092 -0.83694 5.19210
H 0.15550 -2.12817 7.54094
H -0.43493 -0.65244 6.67776
H 0.58948 -1.23174 9.51125
H -0.17449 0.32730 9.13175
H 1.51105 0.24182 9.73885
H 2.50438 -3.19482 5.11663
H 3.15178 -2.06030 5.95183
C -3.95692 3.99197 3.96062
C -4.36025 5.17124 3.06471
C -4.00596 6.59461 3.64218
O -2.62554 6.62616 3.71992
C -2.13349 7.91173 3.59204
N -3.55268 5.02019 1.84395
H -4.71360 3.81625 4.72525
H -2.93297 4.11234 4.31436
H -4.06986 3.03856 3.44452
H -5.40178 5.09166 2.75329
H -4.53330 6.82266 4.56847
H -4.44131 7.32036 2.95528
H -2.20284 8.27153 2.56547
H -1.06437 7.84815 3.79462
H -2.62781 8.65493 4.21767
H -3.70225 5.85924 1.30198
H -2.63972 5.24649 2.21191
*
```